A single C5H11NO molecule. Source: OMol25; level of theory: the ωB97M-V functional and the def2-TZVPD basis.

Each line ends with the natural charge from an NBO analysis.
Geometry (Å):
C (2.857, 0.267, -0.132)  -0.4254
N (1.476, 0.123, -0.547)  -0.6168
C (0.447, 0.183, 0.344)  0.6805
O (0.625, 0.325, 1.544)  -0.6378
C (-0.952, 0.042, -0.260)  -0.3020
C (-1.421, -1.417, -0.174)  -0.5974
C (-1.910, 0.967, 0.489)  -0.6002
H (3.316, 1.153, -0.584)  0.1935
H (3.449, -0.616, -0.394)  0.1944
H (2.864, 0.385, 0.954)  0.2437
H (1.258, 0.019, -1.525)  0.3912
H (-0.920, 0.332, -1.320)  0.1933
H (-1.476, -1.740, 0.871)  0.2187
H (-0.751, -2.100, -0.710)  0.2083
H (-2.420, -1.513, -0.613)  0.2099
H (-2.934, 0.848, 0.120)  0.2044
H (-1.885, 0.724, 1.555)  0.2296
H (-1.623, 2.018, 0.383)  0.2123

## Properties
total energy	-327.12820	a.u.
highest occupied orbital energy	-9.6	eV
E_LUMO	0.9	eV
multiplicity	1
SMILES string	CNC(=O)C(C)C
energy relative to the best compared isomer or geometry (same formula, charge and spin)	2.0	kcal per mole